ORCA calculation (ωB97M-V/def2-TZVPD) on a molecular structure, C19H16CdN4O4S2Te at a distorted geometry.

CARTESIAN COORDINATES (ANGSTROEM)
C (-1.76, -5.05, 0.02)
H (2.07, -0.24, 3.65)
Cd (0.22, 0.21, -0.04)
S (0.01, 1.08, 2.71)
C (-3.13, -0.81, -0.29)
C (-1.26, -3.77, -0.19)
C (3.74, 5.88, 2.08)
H (-5.63, 0.70, -0.01)
H (4.25, 6.10, 3.02)
C (-4.68, 1.17, -0.21)
H (-0.21, -3.58, -0.32)
C (1.90, -0.63, 2.65)
H (4.50, 5.68, 1.32)
N (-2.43, 1.49, -0.59)
H (-1.07, -5.89, 0.04)
C (-2.84, 2.70, -0.61)
H (-5.09, -1.52, 0.13)
C (1.28, 3.12, 1.24)
O (4.23, -0.38, 2.18)
C (-4.04, -4.25, 0.21)
H (1.67, 2.47, 4.53)
H (1.96, -1.72, 2.71)
H (-2.22, 3.57, -0.77)
Te (0.79, 1.01, -2.46)
C (-2.17, -2.72, -0.21)
H (2.28, 4.66, 0.15)
C (3.08, -0.15, 1.75)
H (3.17, 4.44, 4.33)
H (0.75, 2.75, 0.37)
N (-4.13, -1.74, -0.07)
C (-3.12, -5.29, 0.21)
C (-3.54, -2.97, 0.01)
H (-5.10, -4.43, 0.36)
O (-0.18, 1.07, 4.16)
C (1.81, 2.97, 3.58)
N (0.59, -0.26, 2.14)
C (2.13, 4.20, 1.12)
N (-1.96, -1.38, -0.40)
C (2.65, 4.07, 3.46)
O (2.75, 0.42, 0.68)
C (1.12, 2.49, 2.47)
C (-3.43, 0.60, -0.36)
C (2.82, 4.69, 2.23)
S (-4.57, 2.87, -0.36)
H (-3.47, -6.30, 0.36)
O (-1.18, 1.42, 1.93)
H (3.19, 6.77, 1.78)

Properties
**Net charge**: -2
**Electronic energy**: -2485.82847 a.u.
**Max |F|**: 1.3 eV/Å



ORCA calculation (ωB97M-V/def2-TZVPD) on a molecular structure, C4H4N2 at a distorted geometry.

CARTESIAN COORDINATES (ANGSTROEM)
N (-0.45, 0.13, -0.49)
C (0.64, -1.43, -0.45)
H (2.66, -0.56, 0.46)
H (-1.66, 0.15, 1.03)
C (0.85, 0.52, 0.16)
N (-1.53, 0.69, 0.15)
C (1.57, -0.57, 0.12)
H (-2.40, 0.64, -0.44)
H (0.87, 1.69, 0.33)
C (-0.55, -1.26, -0.86)

Properties
**Spin multiplicity**: 3
**Electronic energy**: -264.00835 a.u.
**Max |F|**: 10.0 eV/Å
**Expectation value of S²**: 2.0216



ORCA calculation (ωB97M-V/def2-TZVPD) on a molecular structure, C12H29ClInN2O2PS at a distorted geometry.

CARTESIAN COORDINATES (ANGSTROEM)
C (-3.26, -3.41, -1.83)
C (-0.72, -3.80, -2.02)
O (-0.27, -1.80, -3.17)
H (-1.25, -4.36, 0.06)
O (-1.69, 1.44, 2.68)
H (2.53, 6.03, 2.44)
H (-2.20, 0.57, -0.91)
C (0.32, -4.48, -2.98)
C (4.85, 4.38, 1.26)
H (4.71, 5.53, 1.04)
C (-1.63, -1.71, 0.27)
C (-2.14, -4.16, -2.54)
H (1.35, -4.24, -2.70)
H (6.93, 4.62, 2.38)
H (-0.61, -1.65, 0.69)
H (-2.22, -0.93, 0.76)
C (5.89, 4.10, 2.54)
C (-1.42, 0.02, -1.44)
H (-2.15, 2.20, 3.17)
C (-3.01, -1.91, -1.84)
Cl (0.97, 0.98, 1.17)
H (0.17, -4.19, -4.03)
H (-1.51, 6.08, 1.67)
H (-0.35, -5.58, -0.78)
H (-0.46, 0.34, -1.04)
S (3.19, 3.68, 1.78)
C (-0.45, -4.50, -0.66)
P (0.02, 1.85, 2.88)
H (5.17, 3.78, 0.28)
H (2.74, 4.93, 4.02)
C (-1.62, -1.53, -1.27)
In (0.11, 4.38, 2.86)
H (-1.49, 0.34, -2.49)
H (5.35, 4.49, 3.53)
H (-1.66, 4.60, 0.87)
H (-3.37, -3.78, -0.80)
H (-2.21, -3.95, -3.61)
C (2.32, 4.96, 2.90)
H (-3.10, -1.55, -2.88)
H (0.48, -4.14, -0.21)
N (-0.96, 5.30, 1.24)
H (-3.80, -1.41, -1.28)
H (-2.07, -2.65, 0.60)
H (0.22, -5.57, -2.96)
H (-4.21, -3.62, -2.33)
N (-0.50, -2.32, -1.88)
H (-0.60, 4.97, 4.40)
H (-2.31, -5.24, -2.43)
H (5.96, 2.92, 2.62)

Properties
**Spin multiplicity**: 2
**Net charge**: -1
**Electronic energy**: -2124.38260 a.u.
**Max |F|**: 5.2 eV/Å
**Expectation value of S²**: 0.7548



ORCA calculation (ωB97M-V/def2-TZVPD) on 14 unconnected molecules or ions with the total composition C27H68N17O27 at a distorted geometry.

CARTESIAN COORDINATES (ANGSTROEM)
N (4.91, 6.66, -1.74)
H (2.69, 4.12, 0.34)
H (1.38, 5.97, -0.57)
C (-0.05, -0.27, 0.02)
O (-7.14, -3.65, 4.78)
H (-6.41, -1.31, 3.06)
H (6.84, 6.37, -2.49)
H (4.50, 1.11, 1.71)
O (-1.86, 7.02, -1.34)
O (0.43, 9.62, -2.51)
C (1.03, 9.10, -4.68)
C (5.82, 6.18, -2.82)
N (4.98, 4.40, 4.73)
O (0.82, -3.47, -3.97)
N (0.00, -4.94, -1.16)
O (3.91, -8.45, 0.62)
H (-4.73, -6.37, -0.13)
H (-1.52, 0.56, -1.32)
C (4.30, 2.05, 7.90)
O (-1.21, -7.11, -6.85)
O (-5.24, 1.13, 0.02)
N (-1.63, -3.56, -0.01)
H (5.77, -7.89, 2.32)
C (0.01, 2.04, -0.99)
N (1.11, 5.88, -2.63)
H (-3.84, -4.86, 0.17)
H (-4.48, 6.05, -2.86)
C (3.25, 3.19, 0.48)
H (1.32, -4.33, -6.39)
H (-8.08, -1.75, 2.63)
H (4.57, -7.22, 3.47)
H (4.76, 2.92, 7.46)
H (5.64, 5.12, -2.96)
H (6.42, 4.11, 6.22)
O (0.49, -8.32, -6.32)
H (0.32, 7.23, -1.27)
H (3.56, 1.64, 7.23)
N (-5.90, -4.63, -0.12)
H (-0.32, 2.41, -0.02)
H (-2.32, -9.04, -5.52)
C (-1.66, -2.26, 0.33)
H (0.63, 8.14, -4.37)
N (3.84, -7.71, 1.57)
N (0.66, -4.58, -4.42)
O (5.59, 0.61, 9.19)
H (-6.88, -0.24, -1.45)
H (-2.51, 0.42, 0.53)
C (-4.34, 1.80, 1.65)
N (-2.63, 6.83, -2.26)
H (1.68, 3.25, -1.57)
H (5.59, 6.75, -3.71)
H (1.67, 1.82, 0.94)
N (-0.66, -7.95, -6.17)
C (-3.91, 6.15, -1.94)
C (-0.44, 0.59, -1.16)
H (-4.53, 2.07, 0.60)
C (4.07, 1.77, 2.45)
H (0.50, -9.79, 0.56)
N (5.36, 1.02, 8.08)
N (-0.53, -1.65, -0.09)
N (0.91, 10.05, -3.54)
O (1.31, 11.18, -3.71)
C (6.39, 4.15, 5.13)
H (-0.36, 0.12, 0.98)
C (1.51, 2.26, -1.16)
C (3.81, 3.18, 1.91)
H (-7.68, -1.29, 4.32)
H (0.46, 9.52, -5.50)
H (4.09, 3.24, -0.21)
H (1.11, -2.42, -1.11)
C (-4.74, -5.41, 0.38)
C (-2.78, -1.67, 1.10)
O (-6.69, 0.47, 1.47)
H (4.71, 1.78, 3.33)
C (-1.45, -8.56, -5.07)
H (-0.27, -5.25, -2.08)
H (4.57, -8.97, 3.06)
H (3.11, 3.67, 2.59)
H (6.69, 3.20, 4.71)
H (-4.43, 6.76, -1.21)
O (-0.92, -9.12, -1.50)
H (2.95, 1.13, -0.03)
H (1.22, -6.03, -5.83)
H (1.81, -8.64, 0.08)
H (-3.57, -2.40, 1.02)
H (1.04, -0.32, 0.06)
H (-2.87, 3.11, 1.54)
H (-3.66, 5.18, -1.52)
C (1.24, 6.67, -1.39)
H (-5.19, -0.18, 1.80)
O (4.15, 5.87, -1.23)
H (0.66, -5.49, -0.63)
H (3.13, 1.30, 2.77)
H (6.99, 4.97, 4.75)
O (4.16, 3.57, 5.07)
C (2.35, 2.02, 0.11)
H (-3.73, 0.11, 2.75)
N (0.21, -2.62, -0.70)
O (0.21, 5.07, -2.69)
O (-0.16, -5.38, -3.99)
N (0.27, -8.93, -1.33)
H (-1.76, -7.76, -4.41)
H (-0.83, -9.28, -4.55)
H (-7.33, -1.28, -0.06)
N (-6.99, -3.19, 3.68)
H (-0.51, 2.63, -1.74)
C (-0.48, -3.78, -0.64)
H (3.87, 2.28, 8.87)
C (0.74, -8.84, 0.08)
H (2.09, 7.33, -1.48)
O (1.91, 6.07, -3.53)
H (-5.17, 2.17, 2.23)
O (1.08, -8.80, -2.22)
O (-3.11, 2.38, 2.10)
H (-3.91, -0.39, -0.21)
O (5.94, 0.67, 7.07)
H (-2.47, -1.63, 2.15)
O (-7.00, -5.08, 0.03)
C (-6.54, -0.71, -0.53)
O (-6.55, -3.77, 2.70)
H (1.84, 1.56, -1.93)
O (-5.65, -3.54, -0.63)
H (0.18, -8.03, 0.54)
O (4.98, 7.84, -1.45)
H (4.76, 3.71, 1.93)
C (4.76, -7.96, 2.71)
C (-7.32, -1.76, 3.41)
H (2.08, 9.03, -4.94)
H (0.01, 0.17, -2.06)
O (4.73, 5.40, 4.09)
C (-4.21, 0.30, 1.79)
O (-2.42, 7.15, -3.41)
H (-5.67, -1.32, -0.72)
H (-4.88, -5.55, 1.45)
H (2.54, -4.96, -5.24)
C (-3.31, -0.30, 0.69)
N (-6.13, 0.39, 0.39)
O (3.06, -6.78, 1.66)
C (1.50, -5.02, -5.57)

Properties
**Net charge**: +1
**Electronic energy**: -4030.29695 a.u.
**Max |F|**: 9.8 eV/Å



ORCA calculation (ωB97M-V/def2-TZVPD) on a molecular structure, C32H80F4KN2O24S4 at a distorted geometry.

CARTESIAN COORDINATES (ANGSTROEM)
H (1.21, 3.03, 5.56)
F (-3.27, -0.48, 1.60)
C (-1.89, 4.94, 0.14)
C (-6.74, 0.48, 0.21)
H (-2.28, -0.44, -3.96)
H (2.85, -3.03, -1.48)
H (0.03, 5.95, -0.25)
C (-5.49, -0.82, -7.08)
H (1.76, 5.34, 2.02)
H (0.24, -3.37, -2.68)
H (3.14, -0.76, -0.40)
H (-1.40, -0.62, -7.48)
O (2.73, -4.98, 2.12)
H (0.01, -5.52, -5.50)
C (4.96, 0.34, -0.50)
H (-0.21, 5.67, 5.22)
O (-1.01, -4.58, -3.82)
H (-2.20, -2.13, -7.19)
H (2.35, 3.79, 1.50)
H (1.10, -4.71, -4.31)
O (-4.70, -1.35, -8.18)
H (-0.83, 4.05, 5.25)
H (1.80, 2.45, -2.09)
C (4.90, 3.62, -2.22)
C (-0.73, -3.86, -2.69)
C (7.50, 5.02, -2.67)
H (-1.35, -7.25, -0.98)
C (3.17, 1.08, 2.78)
H (-0.95, -4.00, -0.64)
H (3.22, 0.33, -1.75)
O (-2.29, -2.06, 0.01)
H (5.66, -2.60, 3.32)
S (-1.69, 0.27, 7.12)
H (-1.02, -0.35, -5.16)
H (0.88, -5.17, 1.42)
H (4.82, 4.34, -3.03)
H (7.44, 6.10, -2.52)
H (0.33, -7.63, -0.82)
H (2.31, -2.01, 1.84)
H (-0.52, 5.99, 1.43)
H (4.61, 1.07, 0.24)
H (-7.45, -0.15, -0.32)
H (5.70, 3.70, -0.20)
O (2.24, 2.04, 3.34)
F (0.92, 0.81, -0.34)
C (-0.95, -4.69, -1.48)
C (-0.34, 4.78, 4.60)
H (-7.94, -2.47, 2.46)
S (-2.50, -0.62, 0.13)
O (-2.38, 4.01, 1.00)
H (7.41, 0.60, 0.74)
H (-0.43, -6.53, 0.43)
C (3.27, -3.88, 1.37)
N (-1.17, 0.34, 0.53)
H (-3.06, -1.21, -9.29)
H (4.02, 1.41, 2.20)
H (6.17, 0.52, 1.97)
O (-1.12, -0.97, 7.65)
O (-2.84, -0.59, -5.96)
C (4.83, -3.13, 3.78)
C (-1.92, -0.90, -4.88)
H (-1.76, 4.55, -0.87)
H (-3.46, 0.33, -8.56)
H (-6.55, -1.06, -7.20)
H (3.51, 3.69, 3.53)
H (-11.37, -2.13, 1.41)
S (-2.55, 0.03, 4.90)
H (2.71, -3.83, 0.44)
C (2.94, 3.02, 4.17)
H (-7.84, 0.06, 3.18)
H (-5.15, -1.25, -6.14)
C (-8.19, -1.56, 1.91)
O (0.57, 4.31, 0.59)
H (-1.63, -1.94, -4.76)
H (-1.94, -5.07, -1.72)
C (2.71, 2.90, -2.50)
H (-10.27, -3.27, 2.19)
H (1.07, -5.70, 3.11)
C (-2.37, -1.06, -7.25)
H (-7.88, -1.78, 0.89)
C (1.77, 3.72, 4.94)
H (-5.28, 0.24, -7.04)
H (5.04, -3.08, 4.85)
C (3.81, -0.38, -1.17)
O (-0.04, -5.75, -1.46)
O (7.21, 4.21, -1.56)
H (-1.07, 5.16, 3.88)
C (-3.37, -0.73, -8.36)
C (3.13, -2.38, -2.31)
H (-2.53, 5.82, 0.16)
H (5.49, 5.21, -0.84)
S (-0.23, -0.33, -0.51)
O (-0.50, -0.24, -1.94)
H (4.29, -4.16, 1.10)
O (3.66, 3.22, -1.58)
H (-5.81, -0.07, 0.34)
C (6.68, -0.07, 1.20)
H (3.35, -3.10, -3.10)
H (7.16, -0.86, 1.78)
O (5.83, -0.58, 0.15)
C (-3.33, 2.99, 0.53)
H (3.65, 2.57, 4.87)
C (5.80, 4.21, -1.16)
H (3.58, 0.41, 3.54)
H (5.54, 0.94, -1.21)
K (-0.42, 2.38, 2.40)
C (1.35, -4.95, 2.38)
O (0.50, -1.49, -0.05)
H (-10.14, -2.94, 0.52)
H (5.37, 2.88, -2.87)
H (-1.42, -3.02, -2.62)
H (2.39, 3.82, -2.99)
O (-7.30, 0.75, 1.45)
H (-6.64, 1.46, -0.26)
H (2.09, 4.61, 5.49)
H (-6.30, -0.60, 2.57)
C (-0.40, -6.85, -0.62)
F (-2.16, 0.97, 8.51)
O (-0.76, 1.27, 6.69)
C (0.16, -5.25, -4.45)
F (-4.08, -0.25, 4.43)
H (2.17, -2.02, -2.69)
O (-3.44, 0.04, -0.78)
H (3.06, 2.19, -3.25)
N (-3.08, 0.22, 6.52)
O (-9.54, -1.31, 1.88)
O (-1.94, -1.26, 4.50)
H (2.51, 0.51, 2.12)
C (-10.33, -2.45, 1.47)
O (-2.29, 1.20, 4.16)
C (1.81, 4.67, 1.16)
C (-0.44, 5.37, 0.55)
H (-3.58, 2.29, 1.33)
H (4.12, -1.95, 1.59)
O (3.60, -2.44, 3.48)
H (-4.26, 3.39, 0.13)
H (7.04, 4.74, -3.62)
H (2.53, 5.05, 0.44)
O (0.79, 4.21, 4.05)
C (-7.34, -0.40, 2.33)
H (-2.98, 2.48, -0.36)
H (0.98, -4.13, 3.00)
H (8.56, 4.85, -2.88)
C (3.27, -2.46, 2.06)
O (4.19, -1.52, -1.90)
H (0.24, -6.23, -3.99)
H (4.82, -4.21, 3.60)

Properties
**Spin multiplicity**: 2
**Electronic energy**: -5774.03282 a.u.
**Max |F|**: 8.5 eV/Å
**Expectation value of S²**: 0.7562



ORCA calculation (ωB97M-V/def2-TZVPD) on a molecular structure, C12H10Cl3F16Na2O5 at a distorted geometry.

CARTESIAN COORDINATES (ANGSTROEM)
C (-3.97, 0.90, -0.15)
H (-0.75, -1.51, 3.46)
F (5.41, -1.50, -0.87)
H (1.75, 0.11, -1.78)
C (1.37, 2.27, 0.30)
C (-5.27, 1.31, 0.54)
F (0.48, -2.99, 4.15)
Cl (1.07, 2.69, 2.06)
F (-0.01, -2.67, 2.15)
O (-0.51, -1.37, -1.14)
C (-1.92, 1.91, -3.03)
Na (-1.95, -0.59, -1.10)
F (-0.45, -0.09, -3.24)
H (0.19, 1.63, -2.84)
H (-5.66, 0.44, 1.08)
F (-3.11, 0.42, 0.73)
C (0.20, -2.01, 3.27)
H (3.42, -0.86, 2.60)
Na (0.48, -2.70, 0.22)
H (-4.13, 2.44, -1.57)
H (2.89, -2.47, 3.14)
F (-2.91, 1.51, -3.81)
C (3.66, -2.55, 0.47)
C (4.35, -1.30, -0.12)
H (3.65, -0.79, -0.78)
C (2.64, -1.61, 2.51)
F (-5.10, 2.21, 1.55)
H (1.99, 3.04, -0.15)
C (0.64, -0.96, -1.36)
O (0.80, 0.27, -1.79)
H (-3.03, 2.82, -0.31)
C (1.33, -0.98, 3.09)
F (1.61, -0.34, 4.25)
F (-6.18, 1.86, -0.29)
O (-2.21, 1.44, -1.71)
F (-1.87, 3.23, -3.02)
C (-0.60, 1.23, -3.47)
O (2.44, -2.07, 1.15)
F (-0.11, 1.66, -4.63)
Cl (2.25, 0.69, 0.21)
F (0.89, -0.05, 2.29)
F (4.42, -3.31, 1.29)
F (-4.26, -0.10, -1.00)
Cl (-0.24, 2.18, -0.53)
F (3.30, -3.38, -0.52)
C (-3.33, 2.01, -0.97)
O (1.62, -1.65, -1.09)
F (4.72, -0.41, 0.77)

Properties
**Net charge**: +1
**Electronic energy**: -4142.18972 a.u.
**Max |F|**: 8.8 eV/Å



ORCA calculation (ωB97M-V/def2-TZVPD) on a molecular structure, C25H25Br2NO2SiSr.

CARTESIAN COORDINATES (ANGSTROEM)
H (3.98, -2.21, -2.21)
H (-1.80, 2.27, 1.95)
H (-2.16, 4.57, -0.69)
O (0.03, -2.66, -1.25)
H (4.23, -2.80, -0.56)
C (-2.13, 1.27, 1.69)
C (-2.98, -1.30, 1.08)
C (-2.82, 2.34, -3.13)
H (3.54, 3.27, -0.17)
C (-2.24, 2.85, -1.97)
Br (-0.19, -5.71, -1.27)
C (-2.59, 4.15, -1.59)
C (-4.04, 4.38, -3.50)
C (0.54, -2.35, 1.07)
C (1.04, -0.65, 3.15)
H (-2.74, 0.83, 3.70)
Si (-1.03, 1.80, -0.95)
C (-3.47, 4.91, -2.35)
C (0.37, -5.10, 1.45)
H (-2.57, 1.34, -3.46)
H (-3.49, -1.47, 3.16)
C (0.91, -0.21, 1.83)
C (-1.99, 0.82, 0.38)
O (3.44, 0.23, -1.66)
H (-0.41, 2.87, -0.07)
H (2.14, 2.22, -0.32)
H (-4.73, 4.98, -4.09)
H (-3.31, -2.30, 0.83)
H (2.61, -2.43, -1.08)
C (0.98, -2.00, 3.41)
H (4.98, -0.54, -0.52)
H (-2.34, -0.88, -0.91)
C (0.74, -2.91, 2.35)
C (0.65, -4.31, 2.51)
H (3.59, 2.12, -2.36)
C (0.17, -4.55, 0.18)
C (3.65, -2.11, -1.17)
H (4.96, 1.59, -1.38)
H (3.52, 1.74, 0.69)
H (1.20, 0.06, 3.95)
H (3.39, -0.52, 0.26)
N (0.69, -1.02, 0.83)
H (0.97, 0.85, 1.59)
C (-3.71, 3.09, -3.89)
H (0.31, -6.18, 1.57)
C (-2.66, 0.46, 2.69)
H (1.10, -2.37, 4.41)
H (-4.15, 2.67, -4.79)
C (3.87, 1.58, -1.45)
C (3.91, -0.70, -0.68)
Sr (0.93, -0.52, -1.61)
Br (0.90, -5.10, 4.22)
H (-3.72, 5.92, -2.03)
C (-2.44, -0.48, 0.10)
C (-3.08, -0.83, 2.39)
C (0.22, -3.19, -0.08)
C (3.23, 2.23, -0.24)

Properties
**Electronic energy**: -6641.16855 a.u.
**Max |F|**: 0.8 eV/Å